A cluster of 10 separate species, C34H84BN6O17 in total, computed with ωB97M-V/def2-TZVPD.

- energy above the lowest of the compared OMol25 structures with the same formula, charge and spin (kJ/mol) = 0.00
- charge = -1
- E_LUMO (eV) = 2.18

```
142
Properties=species:S:1:pos:R:3:lowdin_charge:R:1
O 2.984 -17.390 -17.379 0.115
C 3.005 -17.529 -16.176 -0.379
O 3.402 -18.624 -15.587 0.206
B 3.108 -18.526 -14.147 -0.923
O 2.771 -17.117 -13.945 0.241
C 2.576 -16.515 -15.099 -0.378
O 2.252 -15.393 -15.366 0.155
O 4.322 -18.995 -13.458 0.230
C 4.032 -19.965 -12.609 -0.364
O 4.817 -20.511 -11.890 0.137
C 2.526 -20.222 -12.780 -0.350
O 2.045 -19.401 -13.688 0.261
O 1.900 -21.042 -12.164 0.149
C 7.304 -19.154 -8.242 -0.044
C 8.410 -19.401 -9.286 -0.413
C 8.046 -19.003 -10.692 -0.203
O 7.658 -17.636 -10.686 -0.175
C 7.176 -17.173 -11.910 -0.118
N 9.741 -18.837 -8.936 0.032
H 7.674 -19.158 -7.216 0.071
H 6.755 -20.102 -8.211 0.067
H 6.627 -18.353 -8.521 0.060
H 8.493 -20.486 -9.404 0.133
H 7.180 -19.612 -10.991 0.114
H 8.825 -19.198 -11.433 0.129
H 7.331 -16.115 -12.142 0.090
H 6.092 -17.331 -11.967 0.074
H 7.559 -17.618 -12.840 0.073
H 10.069 -19.275 -8.078 0.058
H 9.542 -17.894 -8.604 0.067
C 2.131 -12.859 -10.663 -0.083
C 3.221 -13.868 -10.899 -0.450
C 2.994 -15.159 -10.145 -0.242
O 4.053 -16.055 -10.293 -0.201
C 3.887 -17.410 -9.881 -0.048
N 3.438 -14.087 -12.338 0.059
H 2.316 -11.975 -11.274 0.077
H 2.142 -12.575 -9.607 0.075
H 1.103 -13.164 -10.880 0.077
H 4.102 -13.406 -10.443 0.139
H 2.023 -15.592 -10.438 0.132
H 2.845 -14.975 -9.067 0.125
H 3.287 -17.417 -8.966 0.089
H 4.905 -17.748 -9.714 0.075
H 3.375 -17.905 -10.709 0.089
H 4.131 -14.834 -12.371 0.061
H 2.635 -14.519 -12.790 0.061
C 5.423 -18.818 -20.227 -0.060
C 6.592 -18.749 -19.246 -0.404
C 6.224 -17.942 -18.025 -0.217
O 7.315 -17.595 -17.205 -0.149
C 6.942 -17.608 -15.835 -0.094
N 7.045 -20.147 -19.057 0.027
H 4.626 -19.397 -19.750 0.055
H 5.607 -19.207 -21.224 0.085
H 4.948 -17.834 -20.308 0.064
H 7.382 -18.265 -19.839 0.136
H 5.413 -18.494 -17.533 0.111
H 5.673 -17.061 -18.377 0.124
H 7.798 -17.831 -15.197 0.079
H 6.279 -18.441 -15.575 0.082
H 6.427 -16.673 -15.600 0.097
H 8.057 -20.149 -18.906 0.086
H 7.090 -20.626 -19.957 0.075
C 5.664 -20.616 -4.886 -0.069
C 4.673 -19.537 -5.289 -0.421
C 3.552 -20.039 -6.201 -0.202
O 4.156 -20.429 -7.428 -0.197
C 3.266 -20.909 -8.378 -0.133
N 4.026 -19.063 -4.048 0.027
H 6.358 -20.288 -4.113 0.079
H 6.173 -21.079 -5.732 0.073
H 5.109 -21.455 -4.447 0.081
H 5.190 -18.725 -5.806 0.130
H 2.802 -19.258 -6.372 0.124
H 3.067 -20.944 -5.813 0.129
H 3.771 -21.286 -9.267 0.085
H 2.413 -20.279 -8.659 0.089
H 2.734 -21.831 -8.078 0.089
H 4.156 -19.801 -3.367 0.054
H 3.024 -18.942 -4.129 0.058
C 5.074 -24.064 -16.623 -0.062
C 5.074 -23.296 -17.921 -0.427
C 4.267 -22.013 -17.842 -0.228
O 2.931 -22.261 -17.474 -0.181
C 2.259 -21.044 -17.170 -0.080
N 6.422 -22.995 -18.479 0.030
H 5.535 -25.052 -16.726 0.077
H 4.057 -24.284 -16.301 0.080
H 5.658 -23.553 -15.855 0.070
H 4.672 -23.933 -18.717 0.129
H 4.337 -21.476 -18.795 0.099
H 4.693 -21.307 -17.112 0.132
H 1.176 -21.126 -17.156 0.094
H 2.672 -20.205 -17.733 0.069
H 2.563 -20.845 -16.136 0.078
H 7.094 -23.083 -17.724 0.057
H 6.421 -22.026 -18.819 0.003
C 2.225 -16.625 -21.147 -0.070
C 1.049 -17.356 -20.566 -0.426
C 1.368 -18.808 -20.204 -0.225
O 1.525 -19.623 -21.340 -0.176
C 1.961 -20.930 -21.032 -0.101
N 0.589 -16.620 -19.379 0.051
H 3.095 -16.582 -20.480 0.063
H 1.976 -15.593 -21.394 0.078
H 2.682 -17.119 -22.009 0.081
H 0.236 -17.392 -21.299 0.134
H 0.599 -19.220 -19.538 0.124
H 2.318 -18.781 -19.651 0.100
H 1.378 -21.293 -20.185 0.087
H 3.046 -21.001 -20.905 0.074
H 1.828 -21.616 -21.872 0.084
H 1.396 -16.201 -18.933 0.034
H 0.190 -17.244 -18.688 0.063
C 2.519 -13.236 -18.399 -0.076
C 3.939 -13.484 -17.904 -0.317
O 4.385 -12.362 -17.145 -0.082
H 2.515 -12.293 -18.945 0.072
H 1.767 -13.169 -17.613 0.073
H 2.219 -14.077 -19.027 0.048
H 4.576 -13.723 -18.761 0.104
H 4.063 -14.366 -17.270 0.094
H 4.398 -12.601 -16.216 0.077
C -1.641 -21.367 -12.934 -0.075
C -1.445 -21.810 -11.465 -0.339
O -0.304 -22.596 -11.286 -0.087
H -2.537 -21.754 -13.416 0.060
H -0.800 -21.673 -13.553 0.067
H -1.672 -20.277 -12.879 0.066
H -2.358 -22.345 -11.176 0.099
H -1.503 -20.984 -10.743 0.100
H 0.457 -22.182 -11.716 0.031
C 5.206 -24.492 -12.535 -0.083
C 6.323 -23.477 -12.597 -0.322
O 6.450 -22.800 -11.346 -0.107
H 5.341 -25.210 -13.349 0.065
H 4.238 -24.008 -12.674 0.071
H 5.181 -25.012 -11.579 0.072
H 6.148 -22.719 -13.369 0.100
H 7.332 -23.857 -12.781 0.107
H 5.993 -21.952 -11.369 0.024
```